Entry 1:
Density functional theory data (ωB97M-V/def2-TZVPD) for a structure of composition C26H38AsIN3O2Tc.

E_HOMO (spin up / spin down) (eV): -16.69 / -16.66
Strongest force on any atom (Eh/bohr): 0.011
Gap between HOMO and LUMO (spin up / spin down) (eV): 8.1 / 7.3

```
! RIJCOSX wB97M-V def2-TZVPD def2/J DEFGRID3
* xyz 3 2
Tc -1.4145 -1.0689 1.6018
C -3.8251 2.9805 2.3895
C -3.3369 1.9505 1.3609
C -2.3333 2.5717 0.3933
C -2.7932 0.7641 2.1165
C -3.5015 -0.4334 2.2024
C -3.0280 -1.5256 3.0000
C -1.8923 -1.3882 3.8233
C -1.4636 -2.4776 4.7520
C -1.1133 -0.2279 3.6409
C -1.5181 0.8046 2.7527
H -4.3081 3.8113 1.8773
H -2.9906 3.3805 2.9691
H -4.5459 2.5473 3.0824
H -4.2007 1.6026 0.7891
H -1.4549 2.9583 0.9150
H -2.7996 3.4128 -0.1183
H -2.0057 1.8532 -0.3603
H -4.4137 -0.5511 1.6320
H -3.5841 -2.4540 3.0119
H -1.8388 -3.4479 4.4306
H -1.8744 -2.2791 5.7445
H -0.3793 -2.5193 4.8460
H -0.1724 -0.1438 4.1709
H -0.8959 1.6828 2.6517
I 4.5043 -1.7083 1.6982
C 2.6503 -2.6410 1.6004
C 2.5259 -4.0226 1.5057
C 1.2537 -4.5682 1.4388
C 0.1511 -3.7333 1.4568
N 0.2730 -2.4014 1.5600
C 1.5020 -1.8704 1.6429
H 3.4003 -4.6599 1.4943
H 1.1138 -5.6384 1.3772
H -0.8544 -4.1260 1.3951
H 1.5595 -0.7945 1.7608
C -2.6331 -3.3221 -2.5376
N -1.7911 -2.1515 -2.2101
C -1.1264 -1.4624 -3.1624
C -0.3138 -0.4135 -2.8475
C -0.2065 -0.0585 -1.4892
O 0.5273 0.9641 -1.0569
N -0.8971 -0.6956 -0.5617
C -1.6449 -1.7778 -0.9072
O -2.1602 -2.4040 0.0415
H -2.9830 -3.2160 -3.5601
H -3.4783 -3.3443 -1.8573
H -2.0503 -4.2344 -2.4303
H -1.2837 -1.7877 -4.1824
H 0.1850 0.1389 -3.6266
C 1.8469 2.1778 -4.6963
C 1.4363 2.7790 -3.3539
As 1.9642 1.7732 -1.7935
C 2.3732 2.9172 -0.3108
C 3.5231 3.8869 -0.5922
C 3.2020 0.3475 -2.1462
C 4.6163 0.8624 -2.4292
H 1.4810 2.8242 -5.4926
H 1.4399 1.1827 -4.8724
H 2.9292 2.1208 -4.7980
H 0.3606 2.9437 -3.2549
H 1.9124 3.7519 -3.2075
H 2.5799 2.2551 0.5316
H 1.4394 3.4472 -0.1085
H 4.4723 3.3755 -0.7368
H 3.6328 4.5473 0.2663
H 3.3287 4.5192 -1.4582
H 2.7929 -0.2073 -2.9933
H 3.1799 -0.2940 -1.2618
H 4.6440 1.6046 -3.2268
H 5.2328 0.0224 -2.7452
H 5.0725 1.2881 -1.5374
*
```


Entry 2:
Density functional theory data (ωB97M-V/def2-TZVPD) for a structure of composition C54H45Ge2MgN9.

E_HOMO (spin up / spin down) (eV): -9.02 / -10.67
Strongest force on any atom (Eh/bohr): 0.010
Relative energy (zero: lowest compared OMol25 entry of this formula, charge and spin) (kJ/mol): 0.00
Gap between HOMO and LUMO (spin up / spin down) (eV): 5.4 / 7.0

```
! RIJCOSX wB97M-V def2-TZVPD def2/J DEFGRID3
* xyz 1 2
Mg -0.7514 -0.5857 0.0248
C 3.0169 -1.5405 -2.3734
C 1.9663 -1.6502 -1.4632
N 1.1290 -0.6465 -1.2701
C 1.3281 0.4705 -1.9753
C 2.4000 0.5820 -2.8440
N 3.2399 -0.4287 -3.0538
C 0.3305 1.5547 -1.7662
C 0.1675 2.5954 -2.6644
C -0.8188 3.5451 -2.4246
C -1.5643 3.4368 -1.2553
C -1.3373 2.3760 -0.3945
N -0.4350 1.4261 -0.6737
C -2.0188 2.2440 0.9281
C -3.0177 3.1138 1.3422
N -3.5888 3.0132 2.5404
C -3.1453 2.0463 3.3268
C -2.1508 1.1599 2.9148
N -1.5961 1.2524 1.7188
C -1.0651 4.6402 -3.3900
C -0.0107 5.2978 -4.0121
C -0.2996 6.3085 -4.9158
N -1.5362 6.6791 -5.2339
C -2.5387 6.0440 -4.6370
C -2.3598 5.0281 -3.7091
H 3.6866 -2.3747 -2.5384
H 1.8087 -2.5492 -0.8788
H 2.6015 1.5043 -3.3741
H 0.7690 2.6469 -3.5602
H -2.2889 4.2000 -1.0144
H -3.3855 3.9047 0.7023
H -3.5859 1.9593 4.3125
H -1.8175 0.3544 3.5571
H 1.0185 5.0562 -3.7818
H 0.5043 6.8461 -5.4043
H -3.5383 6.3569 -4.9144
H -3.2197 4.5369 -3.2719
C -1.5158 -3.1806 3.6087
C -2.0388 -4.2861 2.9503
C -1.9552 -4.3520 1.5705
C -1.3722 -3.3017 0.8532
C -0.8629 -2.1463 1.4795
C -0.9478 -2.1480 2.8762
C -1.3226 -3.4034 -0.6352
C -1.3192 -4.6767 -1.2737
C -1.2926 -4.7589 -2.6278
C -1.2757 -3.5740 -3.4028
C -1.2690 -3.5759 -4.8168
C -1.2442 -2.4029 -5.5143
C -1.2228 -1.1745 -4.8188
C -1.2250 -1.1501 -3.4524
C -1.2516 -2.3526 -2.7091
N -1.2584 -2.2872 -1.3407
H -1.5462 -3.1313 4.6905
H -2.4992 -5.0918 3.5068
H -2.3771 -5.2090 1.0612
H -0.5259 -1.3157 3.4346
H -1.3047 -5.5694 -0.6678
H -1.2751 -5.7208 -3.1258
H -1.2868 -4.5260 -5.3362
H -1.2451 -2.4071 -6.5951
H -1.2115 -0.2454 -5.3738
H -1.2162 -0.2044 -2.9253
C 4.0271 2.2395 3.6130
Ge 2.2071 1.9178 2.9731
C 0.9921 2.1212 4.4930
C 1.7276 3.2870 1.6521
Ge 2.1753 -0.2875 1.9578
C 2.4004 -1.7027 3.2824
C 2.6459 -1.4044 4.6217
C 2.8074 -2.4140 5.5626
C 2.7287 -3.7427 5.1766
C 2.4870 -4.0590 3.8462
C 2.3192 -3.0474 2.9148
C 3.7691 -0.3494 0.8193
C 4.6024 -1.4687 0.7520
C 5.7155 -1.4808 -0.0762
C 6.0160 -0.3757 -0.8615
C 5.2020 0.7463 -0.8065
C 4.0903 0.7539 0.0238
H 4.1761 3.3128 3.7428
H 4.7736 1.8642 2.9142
H 4.1781 1.7538 4.5767
H 1.3542 2.9527 5.1001
H 0.9572 1.2318 5.1218
H -0.0180 2.3622 4.1677
H 1.3115 4.1553 2.1656
H 0.9837 2.9144 0.9484
H 2.6028 3.6158 1.0914
H 2.7246 -0.3744 4.9507
H 3.0018 -2.1606 6.5968
H 2.8565 -4.5300 5.9077
H 2.4199 -5.0945 3.5384
H 2.0936 -3.3157 1.8879
H 4.3989 -2.3353 1.3712
H 6.3567 -2.3527 -0.1041
H 6.8866 -0.3849 -1.5035
H 5.4364 1.6162 -1.4070
H 3.4640 1.6410 0.0489
N -6.1085 0.6974 -3.6351
C -5.6835 0.3151 -2.6397
C -5.1094 -0.1612 -1.4103
C -5.8741 -0.7491 -0.4078
C -5.2299 -1.1596 0.7436
C -3.8608 -0.9704 0.8571
N -3.1236 -0.4100 -0.1059
C -3.7424 -0.0197 -1.2155
H -6.9403 -0.8751 -0.5359
H -5.7752 -1.6238 1.5524
H -3.3215 -1.2978 1.7384
H -3.1370 0.4357 -1.9904
*
```


Entry 3:
Density functional theory data (ωB97M-V/def2-TZVPD) for a cluster of 11 separate species, C22H66O22 in total.

E_HOMO (eV): -9.68
Strongest force on any atom (Eh/bohr): 0.039
SMILES: OCCO.OCCO.OCCO.OCCO.OCCO.OCCO.OCCO.OCCO.OCCO.OCCO.OCCO
Relative energy (zero: lowest compared OMol25 entry of this formula, charge and spin) (kJ/mol): 288.91
Gap between HOMO and LUMO (eV): 9.9

```
! RIJCOSX wB97M-V def2-TZVPD def2/J DEFGRID3
* xyz 0 1
O 1.8552 0.6091 4.1737
C 2.5283 0.2697 5.3519
C 1.7368 -0.6397 6.2545
O 0.5175 -0.1381 6.7551
H 1.7911 1.5670 4.0404
H 3.5076 -0.2049 5.2055
H 2.7332 1.1726 5.9452
H 2.3891 -0.9612 7.0833
H 1.5362 -1.6463 5.8691
H 0.6428 0.3694 7.5603
O -0.6954 -1.9845 2.2334
C 0.5167 -2.2470 2.9303
C 0.8954 -3.6937 3.2561
O 1.5000 -4.3293 2.1133
H -1.3891 -2.5044 2.6579
H 1.3328 -1.8962 2.2939
H 0.5402 -1.6051 3.8143
H 0.0662 -4.2409 3.6991
H 1.7637 -3.6657 3.9215
H 2.4022 -4.0187 2.0315
O 0.2914 -5.3783 -4.5473
C 1.0906 -4.9974 -3.4351
C 0.6265 -3.7150 -2.7678
O 1.4009 -3.5147 -1.5849
H 0.7680 -6.0661 -5.0151
H 1.0124 -5.8016 -2.6952
H 2.1371 -4.8970 -3.7449
H -0.4169 -3.9064 -2.4876
H 0.6619 -2.8022 -3.3676
H 1.0236 -2.7047 -1.2166
O 1.5952 0.9032 1.3952
C 0.5268 0.0316 1.0689
C -0.0133 0.2564 -0.3258
O 0.6987 -0.5221 -1.2932
H 1.9247 0.6619 2.2706
H 0.7206 -1.0250 1.2919
H -0.3080 0.1882 1.7690
H 0.1131 1.3242 -0.5159
H -1.0608 -0.0518 -0.2969
H 0.7021 0.0680 -2.0628
O -4.5467 -0.5713 -3.0900
C -3.1917 -0.9227 -3.1161
C -2.8228 -1.2031 -4.5458
O -3.2592 -2.5111 -4.9672
H -4.8287 -0.2308 -2.2242
H -2.4982 -0.1542 -2.7377
H -3.0046 -1.8178 -2.5071
H -1.7568 -1.2441 -4.7675
H -3.3100 -0.4699 -5.1976
H -4.1597 -2.5941 -4.6247
O -1.8301 4.9257 0.0744
C -2.6961 3.9573 -0.5428
C -2.1416 3.3157 -1.7948
O -1.9632 4.2999 -2.7966
H -1.5295 5.5130 -0.6313
H -2.7907 3.1917 0.2279
H -3.6167 4.5044 -0.7603
H -2.7708 2.4665 -2.0794
H -1.1518 2.8976 -1.5663
H -2.3564 3.9989 -3.6185
O 4.5658 -0.0826 -3.7068
C 3.8402 -0.7806 -2.6870
C 3.9104 -0.0126 -1.3707
O 5.2269 0.2156 -0.8993
H 5.5089 -0.2374 -3.6152
H 2.8093 -0.7568 -3.0419
H 4.1229 -1.8337 -2.6144
H 3.3379 -0.6597 -0.6884
H 3.4237 0.9613 -1.3387
H 5.7303 -0.6024 -0.9768
O 1.1843 1.0078 -3.7370
C 0.5851 0.7564 -5.0021
C 1.4825 -0.1587 -5.8069
O 1.0391 -0.2279 -7.1879
H 1.9511 1.5864 -3.7711
H -0.4200 0.3587 -4.8982
H 0.4896 1.7070 -5.5382
H 1.5695 -1.1776 -5.4308
H 2.5072 0.1990 -5.9439
H 0.6069 0.6047 -7.4013
O 3.1611 3.4243 1.0034
C 3.6246 3.2315 2.3048
C 2.6643 3.7438 3.3553
O 1.4032 3.1215 3.1393
H 2.7019 2.6242 0.7281
H 3.8212 2.1724 2.5014
H 4.5948 3.7232 2.4291
H 2.6353 4.8302 3.4711
H 3.0746 3.4539 4.3296
H 0.9630 3.5167 2.3800
O -2.3014 0.7277 2.4304
C -1.3360 1.6631 2.9231
C -1.5829 1.9160 4.4164
O -1.5060 0.7165 5.1444
H -1.9996 -0.1565 2.6590
H -0.3652 1.2079 2.7114
H -1.4665 2.5809 2.3451
H -2.5441 2.4188 4.5173
H -0.8411 2.6709 4.7149
H -0.5735 0.4520 5.1876
O -5.4133 -2.1207 -0.1270
C -5.6605 -0.9987 0.7234
C -4.6598 0.1273 0.6361
O -4.6561 0.7706 -0.6424
H -4.5120 -2.4016 0.0693
H -6.6846 -0.6667 0.5438
H -5.7236 -1.3900 1.7468
H -3.6221 -0.1811 0.7798
H -4.8918 0.7860 1.4782
H -5.2152 1.5538 -0.6068
*
```